one.
Entry from OMol25: a molecular structure, C4H5NO (ωB97M-V with the def2-TZVPD basis set).

Summary:
orbital gap (alpha / beta): 6.01 / 7.50 eV
LUMO energy (alpha / beta): 0.037 / -0.077 Ha
E_HOMO (alpha / beta): -5.00 / -9.59 eV

Geometry as ORCA input:
```
! RIJCOSX wB97M-V def2-TZVPD def2/J DEFGRID3
* xyz 0 3
C -0.1147 -0.4663 -0.2507
C -0.3720 1.2842 -1.1034
C -0.3973 0.2789 -2.1805
C 0.2975 -0.7192 1.1448
N -0.1874 -0.9530 -1.4092
O 0.6336 1.1503 -1.9843
H -0.9462 2.2494 -0.9060
H -0.7218 0.0440 -3.2413
H -0.2024 -1.6725 1.5001
H 0.2225 0.2169 1.6135
H 1.3406 -1.1154 0.9193
*
```

These are the natural (NBO) partial charges, in e, on atoms 1 to 4: C 0.27; C 0.07; C 0.13; C -0.71


two.
Entry from OMol25: 2 unconnected molecules or ions with the total composition C4H5NO (ωB97M-V with the def2-TZVPD basis set).

Summary:
orbital gap (alpha / beta): 6.87 / 8.12 eV
LUMO energy (alpha / beta): 0.013 / -0.083 Ha
E_HOMO (alpha / beta): -6.51 / -10.39 eV

Geometry as ORCA input:
```
! RIJCOSX wB97M-V def2-TZVPD def2/J DEFGRID3
* xyz 0 3
C 1.4195 -0.1623 -0.6267
C -0.1905 -1.8762 0.0348
C 0.3266 -1.0033 -0.8368
C -0.6468 2.0772 0.7404
N 2.4534 0.3168 -0.5258
O -0.1182 2.0412 -0.3010
H -1.1924 -2.4533 0.0719
H 0.3275 -2.0991 0.9654
H -0.0738 -0.7407 -1.7709
H -1.6960 1.6597 0.7154
H -0.0371 2.6429 1.4819
*
```

These are the natural (NBO) partial charges, in e, on atoms 1 to 4: C 0.25; C -0.30; C -0.33; C -0.28


What should be chosen as the least stable of them? Choose one.


one.
Entry from OMol25: 2 unconnected molecules or ions with the total composition C9H14OS (ωB97M-V with the def2-TZVPD basis set).

Summary:
orbital gap (alpha / beta): 7.72 / 2.45 eV
LUMO energy (alpha / beta): -0.140 / -0.332 Ha
E_HOMO (alpha / beta): -11.54 / -11.49 eV

Geometry as ORCA input:
```
! RIJCOSX wB97M-V def2-TZVPD def2/J DEFGRID3
* xyz 1 2
C 0.6377 -3.1461 -0.4684
C 0.2010 -1.8346 0.1857
S 0.2449 -3.1010 -2.3083
H 1.7117 -3.3186 -0.4695
H -0.0016 -3.9884 -0.1555
H 0.5090 -0.9579 -0.3670
H -1.0067 -2.6043 -2.3414
H 0.4615 -1.9365 1.2397
H -0.8964 -1.9365 0.1827
C 1.3920 1.0701 -1.6958
C 0.2258 1.6236 1.7923
C 1.0215 1.4832 0.6678
C -1.1759 1.6751 1.7204
C 0.3677 1.4097 -0.6128
C -1.7922 1.5052 0.4946
C -0.9833 1.4464 -0.6537
O -1.8596 2.2017 2.7722
H 0.7451 1.7674 2.7399
H 2.0477 1.2761 0.9409
H -2.4480 1.6606 3.2873
H -2.8717 1.5328 0.4290
H 2.3137 0.6769 -1.2654
H 1.5447 1.9596 -2.2946
H -1.5157 1.3759 -1.5928
H 1.1270 0.1599 -2.2271
*
```

These are the natural (NBO) partial charges, in e, on atoms 1 to 4: C -0.48; C -0.63; S 0.65; H 0.26


two.
Entry from OMol25: 2 unconnected molecules or ions with the total composition C9H14OS (ωB97M-V with the def2-TZVPD basis set).

Summary:
orbital gap (alpha / beta): 8.74 / 4.74 eV
LUMO energy (alpha / beta): -0.136 / -0.265 Ha
E_HOMO (alpha / beta): -12.44 / -11.96 eV

Geometry as ORCA input:
```
! RIJCOSX wB97M-V def2-TZVPD def2/J DEFGRID3
* xyz 1 2
C -1.3505 2.6807 0.8334
C -0.7847 -0.2057 -1.5203
C -1.3550 0.5394 -0.3967
C 0.4457 0.1634 -1.9740
C -0.6677 1.7463 -0.0531
C 1.2625 1.1906 -1.3876
C 0.6605 1.9949 -0.4408
O 0.9668 -0.6246 -2.9965
H -1.3918 -1.0502 -1.5000
H -2.3252 0.2835 0.1284
H 0.2557 -1.2396 -3.4451
H 2.2445 1.2376 -1.4853
H -2.4499 2.7978 0.8622
H -0.9458 3.7404 0.9282
H 1.2286 2.8310 0.1862
H -1.1557 2.2323 1.7764
C 1.9073 -1.4368 1.6986
C -0.7329 -2.6007 0.6292
S 0.1467 -1.1021 1.4089
H 2.3441 -0.4165 1.9289
H 2.0231 -2.1350 2.5920
H 2.4264 -1.9541 0.7864
H -1.4793 -2.1176 0.0478
H -1.3324 -3.4263 1.2459
H 0.0592 -3.1288 0.1468
*
```

These are the natural (NBO) partial charges, in e, on atoms 1 to 4: C -0.69; C -0.34; C -0.06; C 0.40


What should be chosen as the least stable of them? Choose two.


one.
Entry from OMol25: 3 unconnected molecules or ions with the total composition C2H10N2S (ωB97M-V with the def2-TZVPD basis set).

Summary:
orbital gap: 7.84 eV
LUMO energy: -0.040 Ha
E_HOMO: -8.93 eV

Geometry as ORCA input:
```
! RIJCOSX wB97M-V def2-TZVPD def2/J DEFGRID3
* xyz 0 1
S -0.4126 -1.2736 2.2059
H 0.2129 -1.6465 3.3435
N 1.5255 -0.6558 -0.1374
C 0.2929 -0.4390 -0.9014
C -0.2371 0.9679 -0.5906
N -1.4992 1.1123 -1.3262
H 2.0504 -1.4831 -0.3965
H 0.6654 0.3206 2.2398
H 1.1824 -0.8235 0.8303
H 0.3852 -0.5761 -1.9800
H -0.4989 -1.1095 -0.5344
H -0.3315 1.0728 0.4979
H 0.5863 1.5708 -0.9802
H -2.2496 0.8887 -0.6725
H -1.6721 2.0738 -1.5982
*
```

These are the natural (NBO) partial charges, in e, on atoms 1 to 4: S -0.30; H 0.15; N -0.88; C -0.22


two.
Entry from OMol25: 2 unconnected molecules or ions with the total composition C2H10N2S (ωB97M-V with the def2-TZVPD basis set).

Summary:
SMILES: NCN.CS
orbital gap: 10.10 eV
LUMO energy: 0.036 Ha
E_HOMO: -9.11 eV

Geometry as ORCA input:
```
! RIJCOSX wB97M-V def2-TZVPD def2/J DEFGRID3
* xyz 0 1
C 6.5269 0.5722 1.2588
S 5.5133 0.1655 -0.1142
H 7.4842 0.9916 0.9388
H 6.8768 -0.2770 1.8354
H 6.0449 1.1640 2.0477
H 5.8885 1.1774 -0.9142
N -3.1491 -0.2868 -0.5911
C -4.4933 -0.8827 -0.5976
N -5.5166 0.1442 -0.1913
H -2.5466 -0.5425 0.1793
H -2.6700 -0.5845 -1.4293
H -4.5581 -1.7405 0.0770
H -4.6638 -1.2496 -1.6086
H -4.8343 0.8161 0.1553
H -5.9030 0.5327 -1.0460
*
```

These are the natural (NBO) partial charges, in e, on atoms 1 to 4: C -0.78; S -0.01; H 0.23; H 0.23


What should be chosen as the least stable of them? Choose one.